[1]
{
  "formula": "C31H46BiBrF6N5O4",
  "method": "ωB97M-V with the def2-TZVPD basis set",
  "species": ["Bi", "Br", "F", "F", "F", "F", "F", "F", "O", "O", "O", "O", "N", "N", "N", "N", "N", "C", "C", "C", "C", "C", "C", "C", "C", "C", "C", "C", "C", "C", "C", "C", "C", "C", "C", "C", "C", "C", "C", "C", "C", "C", "C", "C", "C", "C", "C", "C", "H", "H", "H", "H", "H", "H", "H", "H", "H", "H", "H", "H", "H", "H", "H", "H", "H", "H", "H", "H", "H", "H", "H", "H", "H", "H", "H", "H", "H", "H", "H", "H", "H", "H", "H", "H", "H", "H", "H", "H", "H", "H", "H", "H", "H", "H"],
  "positions_angstrom": [[0.1585, 0.3911, 0.1997], [-0.1887, 0.3263, -2.9902], [-0.8356, 2.5443, 2.2531], [2.1634, 2.1974, 5.1260], [3.4263, 1.1365, 3.7203], [-0.6939, 1.3867, 4.0667], [1.6709, 0.1807, 4.5207], [-0.0847, 3.4570, 4.0654], [5.8270, 3.2379, 2.4732], [0.5093, 2.3723, -0.7490], [1.2616, 0.8913, 1.9747], [6.8883, 0.9914, -0.3060], [0.2457, -1.7851, 1.6562], [-1.4203, -1.8227, -0.6496], [-2.1280, -0.1063, 1.4644], [2.4165, -0.4259, -0.4718], [5.7271, 1.1035, 1.6491], [5.8986, 0.7495, 0.3489], [6.5787, 2.0452, 2.3145], [-2.0492, -1.1562, 2.5070], [2.1479, 1.3567, 4.0901], [0.3106, 4.3693, -2.0965], [0.3572, 5.7009, -6.2314], [0.8241, 5.2713, -0.9725], [-0.8375, 4.8797, -5.7264], [-0.0647, 2.3379, 3.3533], [0.2277, 2.9581, -1.9216], [0.8584, 6.7498, -1.3709], [0.0743, -3.0332, 0.9102], [1.3529, 1.9237, 2.8918], [-0.0981, 5.1588, 0.2489], [-0.1478, 2.2446, -3.0582], [-3.1817, -0.3403, 0.4630], [3.9434, -1.5416, -1.9186], [-0.0452, 4.9112, -3.3202], [2.2711, 4.8670, -0.6443], [-2.7939, -1.3035, -0.6967], [-1.2406, 3.8919, -6.8209], [-0.6217, -1.6059, 2.8306], [-0.4566, 4.1698, -4.4305], [3.4427, 0.1966, 0.1129], [2.6630, -1.2805, -1.4686], [4.7546, -0.0116, -0.2706], [5.0060, -0.8849, -1.3195], [-1.2303, -3.0601, 0.1206], [-2.0226, 5.8178, -5.4579], [2.0667, 3.1589, 2.3571], [-0.4857, 2.7989, -4.2833], [-1.2227, -3.9382, -0.5312], [1.5175, 6.9296, -2.2218], [1.2149, 5.0557, -6.4294], [-0.7678, 2.1467, -5.0962], [-1.5065, 4.4411, -7.7246], [-0.6785, -2.5264, 3.4238], [0.6628, 6.4573, -5.5078], [-0.4225, 3.2148, -7.0742], [3.1756, 0.8902, 0.8983], [-2.4951, -0.7945, 3.4364], [0.0922, 6.2135, -7.1577], [0.0086, 5.9835, -3.4315], [-3.4383, 0.6286, 0.0334], [-2.8898, 5.2563, -5.1057], [6.3838, 3.9069, 2.8859], [4.0972, -2.2328, -2.7346], [-0.1356, 7.1330, -1.6072], [2.9200, 5.0976, -1.4910], [1.8032, -1.7489, -1.9319], [7.4566, 2.1928, 1.6855], [-1.7782, 6.5693, -4.7062], [1.4855, 3.5712, 1.5379], [-0.1447, -0.8526, 3.4495], [6.8783, 1.6469, 3.2872], [6.0260, -1.0271, -1.6520], [0.9167, -3.1153, 0.2190], [3.0546, 2.8896, 1.9880], [-1.1273, -1.9808, -1.6054], [-2.8880, -0.7545, -1.6335], [-2.6622, -1.9978, 2.1916], [-3.5174, -2.1230, -0.7405], [-1.0771, 5.5837, 0.0185], [0.3183, 5.7179, 1.0904], [-2.3241, 0.7794, 1.9163], [2.3584, 3.8043, -0.4336], [4.9062, 0.8008, 2.1466], [1.2059, -1.7118, 1.9764], [0.1105, -3.9083, 1.5695], [-0.2428, 4.1254, 0.5481], [-2.3017, 6.3401, -6.3748], [1.2424, 7.3293, -0.5299], [-2.0762, -3.1950, 0.7904], [2.1888, 3.9152, 3.1308], [-4.0861, -0.7125, 0.9525], [2.6349, 5.4283, 0.2196], [-2.1086, 3.2979, -6.5279]],
  "lowdin_charge": [1.94, 0.80, 0.10, 0.19, 0.14, 0.16, 0.16, 0.19, -0.04, -0.40, -0.36, 0.10, -0.15, -0.15, -0.16, -0.06, 0.10, -0.43, -0.23, -0.17, -0.55, -0.08, -0.04, -0.52, -0.56, -0.55, -0.38, -0.06, -0.19, -0.42, -0.04, -0.53, -0.18, -0.01, 0.03, -0.04, -0.20, -0.07, -0.18, -0.17, -0.06, -0.15, -0.08, 0.04, -0.19, -0.04, 0.03, -0.09, 0.13, 0.09, 0.09, 0.09, 0.09, 0.13, 0.08, 0.09, 0.09, 0.13, 0.09, 0.10, 0.12, 0.09, 0.09, 0.12, 0.09, 0.09, 0.09, 0.13, 0.08, 0.05, 0.09, 0.13, 0.14, 0.11, 0.09, 0.07, 0.10, 0.10, 0.12, 0.10, 0.09, 0.10, 0.06, 0.11, 0.11, 0.13, 0.04, 0.09, 0.09, 0.10, 0.12, 0.12, 0.09, 0.09],
  "total_charge": 1,
  "lumo_energy_ha": -0.099,
  "e_tot_ha": -5171.31486
}


[2]
{
  "formula": "C6H12O",
  "method": "ωB97M-V with the def2-TZVPD basis set",
  "species": ["O", "C", "C", "C", "C", "C", "C", "H", "H", "H", "H", "H", "H", "H", "H", "H", "H", "H", "H"],
  "positions_angstrom": [[-1.2673, 0.1164, -1.3625], [2.2258, 1.2779, -0.4547], [-1.6853, -2.1056, 1.2788], [-2.1178, -0.8587, 1.4439], [0.7286, 1.1891, -0.4504], [0.0309, 0.5874, -1.6463], [1.5369, 0.3088, 0.4648], [-0.6839, -2.4072, 1.5778], [1.5377, 0.5268, 1.5295], [-0.0922, 1.3450, -2.4276], [1.6066, -0.7507, 0.2251], [2.7496, 0.8702, -1.3165], [0.6686, -0.2113, -2.0657], [-2.3172, -2.8762, 0.8433], [-3.1173, -0.5556, 1.1414], [-1.4857, -0.0861, 1.8761], [2.6960, 2.1572, -0.0246], [0.1867, 2.0090, 0.0176], [-1.2006, -0.5364, -0.6501]],
  "lowdin_charge": [-0.07, -0.13, -0.07, -0.08, -0.29, -0.25, -0.14, 0.05, 0.10, 0.12, 0.10, 0.10, 0.12, 0.05, 0.06, 0.06, 0.10, 0.14, 0.03],
  "lumo_energy_ha": 0.041,
  "e_tot_ha": -310.97869,
  "smiles": "OCC1CC1.C=C"
}


[3]
{
  "formula": "C4H6O2",
  "method": "ωB97M-V with the def2-TZVPD basis set",
  "species": ["O", "O", "C", "C", "C", "C", "H", "H", "H", "H", "H", "H"],
  "positions_angstrom": [[1.6320, -0.3730, 0.6120], [-0.5839, 0.7429, -0.6192], [0.5194, -0.8857, 0.7862], [-0.5013, -0.3670, -0.0749], [0.5090, 1.6890, -0.6158], [-1.6516, -1.1412, -0.0666], [-1.6455, -1.9499, 0.6935], [0.5247, 2.1469, 0.4563], [0.2848, 2.4350, -1.4093], [-2.7637, -0.7664, -0.4145], [0.3753, -1.7580, 1.6004], [1.5864, 1.1631, -1.0430]],
  "lowdin_charge": [0.00, -0.06, -0.19, -0.50, -0.05, 0.08, 0.05, 0.13, 0.08, 0.13, 0.17, 0.16],
  "lumo_energy_ha": 0.006,
  "e_tot_ha": -306.36274,
  "smiles": "C=C(C=O)OC"
}


[4]
{
  "formula": "C7H14N2",
  "method": "ωB97M-V with the def2-TZVPD basis set",
  "species": ["N", "N", "C", "C", "C", "C", "C", "C", "C", "H", "H", "H", "H", "H", "H", "H", "H", "H", "H", "H", "H", "H", "H"],
  "positions_angstrom": [[0.0122, 1.3807, -0.7623], [-0.9007, -2.2162, -0.1787], [-1.5253, 0.1988, 1.4133], [-0.2410, 0.3810, -1.7468], [-0.1140, -0.1035, 0.9335], [0.0724, -1.2721, 0.1530], [0.9843, 2.2156, -0.8203], [0.9032, 0.1058, 2.0405], [0.6887, -0.1432, -2.5708], [1.9782, 2.0384, -1.2183], [-1.5298, 0.9557, 2.1958], [1.8840, -0.2784, 1.7674], [-2.0874, -0.6668, 1.7648], [0.6145, -0.4441, 2.9377], [-1.2922, 0.1256, -1.8071], [0.4115, -1.0443, -3.0953], [1.0055, 3.1397, -0.2634], [1.0867, -1.6289, 0.0124], [-1.8508, -1.8751, -0.1439], [-0.6119, -3.0125, -0.7297], [1.6146, 0.3699, -2.7847], [0.9939, 1.1572, 2.3192], [-2.0967, 0.6168, 0.5836]],
  "lowdin_charge": [-0.06, 0.07, -0.08, -0.25, -0.39, -0.20, -0.04, -0.09, 0.01, 0.06, 0.07, 0.07, 0.07, 0.08, 0.10, 0.05, 0.06, 0.12, 0.08, 0.09, 0.05, 0.07, 0.06],
  "lumo_energy_ha": 0.025,
  "e_tot_ha": -384.47136,
  "smiles": "CC(C)=CN.C=CN=C"
}


What gap between HOMO and LUMO values result from the calculations? In sequence: 7.471 11.110 8.985 7.445 eV.
What relative energy (zero: lowest compared OMol25 entry of this formula, charge and spin) values result from the calculations? In sequence: 38.42 211.56 376.91 421.49 kJ/mol.
What HOMO energy values result from the calculations? In sequence: -10.16 -10.00 -8.81 -6.77 eV.